{"formula": "C22H49LaN2P3SSe", "method": "ωB97M-V/def2-TZVPD", "symbols": ["La", "P", "P", "P", "H", "C", "C", "H", "C", "C", "C", "C", "C", "C", "C", "C", "C", "H", "H", "H", "H", "H", "H", "H", "H", "H", "H", "H", "H", "H", "H", "H", "H", "H", "H", "H", "H", "H", "H", "H", "H", "H", "H", "H", "H", "H", "C", "C", "C", "C", "C", "C", "Se", "H", "H", "H", "H", "H", "H", "C", "C", "N", "C", "S", "N", "C", "C", "H", "H", "H", "H", "H", "H", "H", "H", "H", "H", "H", "H"], "coordinates": [[-0.244, 0.009, -0.903], [-3.385, -0.065, -0.979], [-0.090, -2.868, -0.488], [-0.283, 2.984, -0.627], [4.950, -0.980, -1.368], [4.758, 0.058, -1.015], [4.601, 0.348, 0.298], [4.447, -0.472, 1.031], [-4.371, -0.231, -2.501], [-4.102, -1.455, 0.005], [-4.280, 1.327, -0.166], [1.639, -3.428, -0.274], [-0.923, -3.803, 0.839], [-0.589, -3.836, -1.955], [1.368, 3.749, -0.403], [-1.232, 3.811, 0.712], [-0.896, 3.859, -2.110], [4.931, 0.854, -1.768], [4.465, 1.374, 0.647], [-5.419, -0.439, -2.264], [-3.965, -1.038, -3.106], [-4.308, 0.692, -3.077], [-5.191, -1.510, -0.171], [-3.904, -1.302, 1.075], [-3.635, -2.400, -0.310], [-5.366, 1.231, -0.337], [-3.931, 2.278, -0.595], [-4.075, 1.331, 0.913], [1.829, -4.259, -0.959], [1.789, -3.753, 0.761], [2.334, -2.608, -0.493], [-1.213, -4.791, 0.460], [-1.816, -3.264, 1.181], [-0.235, -3.919, 1.687], [-0.004, -4.763, -1.973], [-0.408, -3.259, -2.872], [-1.659, -4.065, -1.898], [1.478, 4.624, -1.054], [2.134, 3.001, -0.658], [1.520, 4.059, 0.637], [-1.400, 4.876, 0.479], [-0.679, 3.733, 1.660], [-2.202, 3.313, 0.846], [-0.402, 4.836, -2.193], [-1.983, 3.993, -2.062], [-0.660, 3.254, -2.996], [0.688, -0.181, -4.942], [2.049, -0.332, -4.588], [3.061, -0.136, -5.530], [2.704, 0.305, -6.834], [1.380, 0.620, -7.152], [0.389, 0.449, -6.174], [-0.623, -0.819, -3.854], [0.598, 0.439, 0.833], [2.293, -0.611, -3.553], [4.112, -0.296, -5.263], [3.489, 0.432, -7.591], [1.105, 1.046, -8.137], [-0.644, 0.778, -6.338], [0.060, -2.458, 6.117], [0.589, -1.791, 4.875], [-0.514, -1.145, 4.127], [-0.274, -0.059, 3.313], [-1.139, 0.084, 1.779], [0.592, 0.880, 3.727], [0.575, 1.388, 5.122], [1.822, 2.190, 5.417], [-0.528, -1.773, 6.727], [0.899, -2.800, 6.715], [-0.549, -3.323, 5.874], [1.329, -1.031, 5.089], [1.054, -2.526, 4.205], [-1.221, -1.750, 3.774], [0.755, 1.608, 3.021], [-0.322, 2.007, 5.271], [0.483, 0.528, 5.793], [1.856, 3.099, 4.811], [1.811, 2.486, 6.468], [2.728, 1.607, 5.238]], "total_energy_ha": -4831.43664, "orbital_gap_ha": [0.2113, 0.2330], "max_force_ev_per_a": 3.318, "charge": 3, "e_above_lowest_ev": 2.4833, "spin_multiplicity": 1}

{"formula": "C22H49N2NdOP3S", "method": "ωB97M-V/def2-TZVPD", "symbols": ["Nd", "P", "P", "P", "H", "C", "C", "H", "C", "C", "C", "C", "C", "C", "C", "C", "C", "H", "H", "H", "H", "H", "H", "H", "H", "H", "H", "H", "H", "H", "H", "H", "H", "H", "H", "H", "H", "H", "H", "H", "H", "H", "H", "H", "H", "H", "C", "C", "C", "C", "C", "C", "S", "H", "H", "H", "H", "H", "H", "C", "N", "C", "C", "O", "N", "C", "C", "H", "H", "H", "H", "H", "H", "H", "H", "H", "H", "H", "H"], "coordinates": [[0.313, 0.081, 0.160], [-2.031, -1.826, 0.354], [2.114, 0.167, 2.515], [1.587, -2.572, -0.149], [-1.356, 2.933, -3.725], [-1.303, 2.005, -4.304], [-2.144, 0.983, -4.100], [-2.839, 0.969, -3.253], [-3.595, -0.873, 0.241], [-2.284, -2.617, 1.994], [-2.415, -3.207, -0.785], [3.866, 0.698, 2.359], [1.535, 1.367, 3.781], [2.320, -1.326, 3.570], [1.242, -3.350, -1.773], [1.169, -3.934, 1.006], [3.421, -2.618, -0.117], [-0.546, 1.972, -5.093], [-2.164, 0.117, -4.774], [-3.499, -0.079, -0.511], [-3.841, -0.414, 1.207], [-4.410, -1.547, -0.057], [-2.767, -1.906, 2.679], [-1.315, -2.910, 2.419], [-2.916, -3.512, 1.896], [-2.146, -2.910, -1.808], [-3.491, -3.424, -0.747], [-1.846, -4.107, -0.518], [4.282, 0.894, 3.359], [3.916, 1.619, 1.762], [4.462, -0.077, 1.860], [2.393, 1.756, 4.346], [0.826, 0.897, 4.476], [1.029, 2.209, 3.288], [2.972, -1.098, 4.425], [2.760, -2.149, 2.991], [1.340, -1.650, 3.946], [2.109, -3.956, -2.069], [1.081, -2.566, -2.526], [0.346, -3.982, -1.720], [1.917, -4.733, 0.908], [0.173, -4.340, 0.784], [1.173, -3.567, 2.040], [3.792, -3.075, -1.044], [3.780, -3.198, 0.744], [3.814, -1.594, -0.052], [2.282, 0.507, -3.186], [3.638, 0.426, -2.813], [4.596, 0.043, -3.752], [4.216, -0.256, -5.067], [2.867, -0.207, -5.433], [1.902, 0.153, -4.493], [1.017, 1.053, -2.070], [1.887, 1.011, -0.423], [3.919, 0.664, -1.787], [5.648, -0.022, -3.470], [4.967, -0.527, -5.809], [2.549, -0.443, -6.450], [0.843, 0.183, -4.750], [-2.203, 3.248, -1.044], [-2.693, 3.208, 0.329], [-4.014, 3.791, 0.566], [-2.078, 2.395, 1.201], [-1.172, 1.591, 0.747], [-2.371, 2.405, 2.518], [-2.008, 1.269, 3.370], [-2.813, 3.610, 3.213], [-2.653, 4.122, -1.528], [-2.477, 2.348, -1.619], [-1.110, 3.340, -1.059], [-4.636, 3.142, 1.196], [-3.934, 4.782, 1.033], [-4.503, 3.909, -0.405], [-1.605, 1.650, 4.318], [-2.893, 0.646, 3.581], [-1.249, 0.645, 2.879], [-2.275, 3.678, 4.166], [-2.581, 4.505, 2.625], [-3.890, 3.581, 3.431]], "total_energy_ha": -3035.09495, "orbital_gap_ha": [0.2028, 0.2064], "max_force_ev_per_a": 5.394, "charge": 3, "e_above_lowest_ev": 1.7078, "spin_multiplicity": 4}

{"formula": "C22H49N2NdOP3Se", "method": "ωB97M-V/def2-TZVPD", "symbols": ["Nd", "P", "P", "P", "H", "C", "C", "H", "C", "C", "C", "C", "C", "C", "C", "C", "C", "H", "H", "H", "H", "H", "H", "H", "H", "H", "H", "H", "H", "H", "H", "H", "H", "H", "H", "H", "H", "H", "H", "H", "H", "H", "H", "H", "H", "H", "C", "C", "C", "C", "C", "C", "Se", "H", "H", "H", "H", "H", "H", "C", "N", "C", "C", "O", "N", "C", "C", "H", "H", "H", "H", "H", "H", "H", "H", "H", "H", "H", "H"], "coordinates": [[-1.057, 0.273, -0.385], [-1.192, -2.361, 0.588], [1.823, -0.749, 1.719], [2.599, -1.798, -2.282], [-3.005, 2.312, -3.426], [-2.840, 1.233, -3.540], [-2.117, 0.624, -2.547], [-1.598, 1.485, -1.980], [-2.569, -2.080, 1.781], [-0.306, -3.708, 1.428], [-2.041, -3.237, -0.784], [3.073, 0.575, 2.003], [1.115, -0.821, 3.418], [2.988, -2.176, 1.866], [2.032, -1.745, -3.969], [1.976, -3.285, -1.491], [4.367, -1.507, -2.094], [-3.245, 0.780, -4.455], [-1.948, -0.473, -2.362], [-3.419, -1.541, 1.337], [-2.224, -1.503, 2.653], [-2.923, -3.061, 2.132], [0.162, -3.360, 2.358], [0.485, -4.123, 0.791], [-1.012, -4.515, 1.679], [-2.568, -2.539, -1.452], [-2.766, -3.943, -0.357], [-1.313, -3.790, -1.394], [3.642, 0.331, 2.914], [2.583, 1.552, 2.114], [3.755, 0.629, 1.143], [1.775, -0.304, 4.131], [0.987, -1.861, 3.736], [0.129, -0.334, 3.440], [3.663, -2.017, 2.718], [3.596, -2.266, 0.958], [2.436, -3.111, 2.016], [2.860, -2.008, -4.653], [1.695, -0.718, -4.150], [1.191, -2.433, -4.115], [2.332, -4.203, -1.994], [0.877, -3.312, -1.527], [2.273, -3.369, -0.440], [4.914, -2.038, -2.874], [4.714, -1.798, -1.091], [4.502, -0.418, -2.199], [1.364, 2.366, -2.913], [0.125, 2.866, -3.384], [-0.034, 3.151, -4.742], [1.073, 3.185, -5.597], [2.353, 2.918, -5.076], [2.501, 2.497, -3.751], [1.599, 1.543, -1.234], [2.130, -0.558, -1.735], [-0.711, 2.984, -2.690], [-1.033, 3.371, -5.133], [0.943, 3.447, -6.648], [3.259, 3.029, -5.695], [3.493, 2.248, -3.350], [-3.788, 1.500, 0.918], [-3.291, 1.744, 2.278], [-4.228, 2.273, 3.263], [-1.958, 1.726, 2.435], [-1.258, 1.451, 1.375], [-1.282, 1.953, 3.571], [-1.835, 1.779, 4.912], [0.063, 2.524, 3.472], [-4.864, 1.686, 0.923], [-3.617, 0.450, 0.595], [-3.317, 2.187, 0.192], [-4.450, 1.527, 4.048], [-3.825, 3.198, 3.711], [-5.143, 2.513, 2.718], [-1.007, 1.500, 5.572], [-2.298, 2.702, 5.308], [-2.569, 0.957, 4.934], [0.700, 2.051, 4.224], [0.457, 2.337, 2.477], [0.046, 3.605, 3.661]], "total_energy_ha": -5038.35351, "orbital_gap_ha": [0.2042, 0.2152], "max_force_ev_per_a": 4.364, "charge": 3, "spin_multiplicity": 4}